Entry 1:
{"formula": "C20H22N2O7S", "method": "ωB97M-V with the def2-TZVPD basis set", "elements": ["C", "C", "C", "C", "C", "C", "C", "C", "C", "C", "N", "C", "O", "C", "O", "C", "O", "C", "C", "C", "C", "S", "C", "O", "O", "C", "N", "O", "O", "C", "H", "H", "H", "H", "H", "H", "H", "H", "H", "H", "H", "H", "H", "H", "H", "H", "H", "H", "H", "H", "H", "H"], "coordinates": [[5.0631, 0.7835, -1.8491], [4.3191, 0.6263, -0.5230], [3.6808, 1.9495, -0.0929], [3.1278, 1.9192, 1.3391], [1.7173, 1.4087, 1.4477], [0.6647, 2.1619, 0.9382], [-0.6470, 1.7648, 1.1218], [-0.9260, 0.6009, 1.8195], [0.1148, -0.1767, 2.2966], [1.4273, 0.2250, 2.1126], [3.3243, -0.4182, -0.6671], [3.3423, -1.5538, 0.0388], [4.1162, -1.8056, 0.9365], [2.3031, -2.5977, -0.4303], [0.9437, -2.2373, -0.1970], [0.3448, -1.4221, -1.0516], [0.8854, -0.8950, -1.9974], [-1.0937, -1.2264, -0.7244], [-1.7908, -2.1181, 0.0864], [-3.1160, -1.8686, 0.4011], [-3.7607, -0.7564, -0.1091], [-5.3696, -0.3121, 0.6234], [-6.6686, -0.7735, -0.5432], [-5.3303, 1.1046, 0.8334], [-5.4997, -1.1595, 1.7756], [-3.0671, 0.1151, -0.9371], [-3.7258, 1.2636, -1.5196], [-3.0903, 2.2799, -1.6193], [-4.8565, 1.0864, -1.9145], [-1.7353, -0.1084, -1.2457], [5.5029, -0.1646, -2.1489], [4.3794, 1.1135, -2.6286], [5.8583, 1.5169, -1.7508], [5.0128, 0.2827, 0.2514], [4.4502, 2.7206, -0.1580], [2.8849, 2.2100, -0.7939], [3.7849, 1.3116, 1.9632], [3.1417, 2.9387, 1.7338], [0.8738, 3.0858, 0.4175], [-1.4525, 2.3742, 0.7392], [-1.9513, 0.3093, 1.9982], [-0.0958, -1.0910, 2.8318], [2.2334, -0.3782, 2.5046], [2.6449, -0.3039, -1.4100], [2.4617, -3.5127, 0.1424], [2.4538, -2.7830, -1.5002], [-1.2844, -2.9823, 0.4856], [-3.6658, -2.5039, 1.0781], [-7.6098, -0.6469, -0.0221], [-6.6102, -0.1257, -1.4067], [-6.5146, -1.8131, -0.8003], [-1.1952, 0.5822, -1.8764]], "forces_ev_per_angstrom": [[-0.01, -0.09, 0.30], [0.20, 0.25, -0.09], [0.23, -0.26, 0.26], [-0.03, 0.08, -0.22], [0.04, -0.02, 0.12], [0.01, -0.03, -0.02], [-0.07, 0.08, 0.06], [-0.04, 0.03, 0.14], [-0.11, 0.01, 0.07], [0.01, 0.05, 0.02], [0.04, 0.45, -0.24], [-0.69, -0.34, -0.36], [0.30, -0.20, 0.41], [0.61, -0.20, -0.13], [-0.22, -0.05, 0.29], [-0.05, 0.19, -0.30], [-0.09, -0.06, 0.04], [-0.41, -0.13, 0.03], [0.17, 0.22, -0.22], [-0.16, -0.03, 0.00], [-0.51, 0.27, 0.12], [-0.10, -0.20, -0.01], [0.69, 0.28, 0.32], [-0.10, 0.19, -0.21], [-0.10, -0.39, -0.05], [0.72, -0.79, 0.25], [-0.04, -0.01, -0.29], [0.21, 0.52, -0.02], [-0.24, 0.17, -0.30], [-0.21, 0.01, -0.04], [0.04, -0.07, -0.06], [-0.06, 0.05, -0.13], [0.09, 0.11, -0.04], [-0.10, 0.09, -0.10], [0.00, 0.05, -0.07], [0.00, 0.10, -0.09], [0.03, 0.05, 0.06], [0.05, -0.05, 0.06], [0.03, 0.13, -0.06], [-0.09, 0.06, -0.04], [-0.08, -0.03, 0.00], [-0.02, -0.11, 0.06], [0.12, -0.06, 0.04], [0.01, -0.23, 0.12], [0.01, 0.21, -0.09], [-0.08, -0.03, 0.14], [0.02, -0.06, 0.07], [0.02, -0.09, 0.08], [-0.07, 0.03, 0.24], [-0.01, -0.02, -0.05], [0.01, -0.20, -0.05], [0.01, 0.04, -0.01]], "e_above_lowest_kcal_mol": 60.2, "smiles": "C[C@@H](CCc1ccccc1)NC(=O)COC(=O)c1ccc(S(C)(=O)=O)c([N+](=O)[O-])c1", "lumo_energy_ev": -1.05, "homo_lumo_gap_ha": 0.2910}


Entry 2:
{"formula": "C20H22N2ORhTe", "method": "ωB97M-V with the def2-TZVPD basis set", "elements": ["Rh", "N", "C", "C", "C", "C", "C", "C", "C", "C", "N", "C", "H", "H", "H", "H", "H", "H", "H", "H", "C", "O", "C", "C", "H", "H", "H", "H", "H", "H", "C", "Te", "C", "C", "C", "C", "C", "C", "C", "H", "H", "H", "H", "H", "H", "H", "H"], "coordinates": [[-0.3062, 0.6778, 0.4358], [-0.8928, 0.9166, 2.5966], [-0.2778, 2.1447, 3.0678], [-0.2861, 2.5120, 4.3913], [0.2474, 3.7446, 4.7963], [0.7392, 4.6205, 3.8673], [0.7439, 4.2810, 2.4982], [1.1591, 5.1838, 1.4939], [1.0651, 4.8010, 0.1845], [0.6400, 3.5050, -0.1177], [0.3063, 2.6076, 0.7913], [0.2797, 3.0097, 2.1051], [-0.4720, 0.1119, 3.0534], [-1.8747, 0.9221, 2.8576], [-0.7231, 1.8512, 5.1299], [0.2364, 3.9987, 5.8464], [1.1168, 5.5914, 4.1595], [1.5130, 6.1656, 1.7771], [1.3251, 5.4615, -0.6290], [0.5791, 3.1939, -1.1489], [0.5549, -1.8778, -0.0407], [1.2944, -1.0380, -0.9197], [1.0169, 0.2728, -0.7920], [1.9887, 1.0252, -1.6593], [1.0066, -1.8538, 0.9507], [0.5846, -2.8869, -0.4463], [-0.5112, -1.5725, -0.0110], [2.5433, 0.3313, -2.2872], [2.6960, 1.5576, -1.0172], [1.5013, 1.7619, -2.2937], [-4.2191, -0.7903, -0.2371], [-2.7220, 0.6409, -0.8264], [-2.3634, -0.7567, -2.4148], [-3.6229, -1.5701, -2.5388], [-3.8909, -2.3104, -3.6861], [-5.0534, -3.0545, -3.7801], [-5.9599, -3.0624, -2.7270], [-5.6989, -2.3284, -1.5835], [-4.5296, -1.5811, -1.4809], [-5.0931, -0.2625, 0.1402], [-3.8246, -1.4275, 0.5545], [-1.5020, -1.3785, -2.1670], [-2.1383, -0.2039, -3.3252], [-3.1894, -2.2944, -4.5109], [-5.2591, -3.6199, -4.6786], [-6.8742, -3.6344, -2.8029], [-6.4092, -2.3291, -0.7658]], "forces_ev_per_angstrom": [[-0.20, -0.02, 0.27], [-0.03, 0.14, -0.01], [-0.02, 0.04, 0.47], [-0.06, -0.24, -0.38], [0.11, 0.24, -0.02], [-0.05, -0.06, 0.19], [0.00, -0.01, 0.02], [-0.05, -0.15, -0.27], [0.10, 0.38, 0.32], [-0.10, -0.50, 0.06], [0.24, 0.39, -0.12], [-0.04, -0.06, -0.13], [-0.03, 0.04, 0.03], [0.04, -0.06, -0.06], [-0.01, -0.03, -0.01], [0.02, 0.06, 0.00], [0.00, 0.00, 0.05], [0.02, 0.04, -0.02], [0.02, 0.06, 0.02], [0.03, -0.07, 0.02], [-0.17, -0.19, -0.01], [-0.07, 0.56, 0.04], [0.18, -0.46, -0.69], [-0.07, 0.01, 0.18], [-0.07, -0.04, 0.01], [0.09, 0.03, 0.06], [0.09, 0.07, 0.06], [0.03, -0.01, 0.01], [-0.02, 0.01, -0.02], [-0.09, -0.03, 0.01], [0.03, 0.03, 0.10], [0.03, -0.33, -0.09], [0.12, 0.07, -0.06], [-0.10, 0.02, 0.06], [0.03, 0.03, 0.03], [-0.05, -0.02, 0.02], [0.02, -0.02, -0.06], [0.02, 0.01, 0.03], [0.03, 0.01, -0.08], [0.02, 0.01, 0.00], [0.00, 0.04, 0.01], [0.00, 0.06, 0.01], [0.00, -0.01, 0.01], [0.01, 0.00, -0.01], [-0.01, -0.01, -0.01], [-0.02, -0.01, 0.00], [0.00, 0.00, 0.00]], "e_above_lowest_kcal_mol": 26.9, "charge": 1, "lumo_energy_ev": [-3.29, -3.29], "homo_lumo_gap_ha": [0.2559, 0.2559]}


Entry 3:
{"formula": "C20H22N2PPdSbSe4", "method": "ωB97M-V with the def2-TZVPD basis set", "elements": ["Pd", "C", "N", "C", "C", "C", "C", "C", "N", "C", "C", "C", "C", "C", "C", "H", "H", "H", "H", "H", "H", "H", "H", "H", "H", "H", "Se", "Sb", "Se", "Se", "Se", "C", "P", "C", "C", "C", "C", "C", "C", "C", "H", "H", "H", "H", "H", "H", "H", "H", "H", "H", "H"], "coordinates": [[0.3222, 0.3282, 0.3473], [-1.2526, -2.6025, -0.3061], [-1.3427, -1.1400, -0.2676], [-2.4399, -0.6236, -0.6901], [-2.6612, 0.7898, -0.7392], [-3.7690, 1.5368, -1.1620], [-3.3826, 2.8785, -1.0294], [-2.0699, 2.8580, -0.5314], [-1.6429, 1.6015, -0.3648], [-1.8804, -3.2625, 0.9013], [-1.1272, -3.5352, 2.0406], [-1.7238, -4.1117, 3.1499], [-3.0756, -4.4257, 3.1410], [-3.8331, -4.1646, 2.0092], [-3.2339, -3.5881, 0.8992], [-0.1961, -2.8724, -0.3576], [-1.7571, -2.9717, -1.2092], [-3.2369, -1.2752, -1.0634], [-4.7153, 1.1520, -1.5167], [-3.9816, 3.7522, -1.2449], [-1.4152, 3.6836, -0.2847], [-0.0747, -3.2828, 2.0402], [-1.1256, -4.3004, 4.0330], [-3.5370, -4.8668, 4.0175], [-4.8894, -4.4093, 1.9902], [-3.8248, -3.3827, 0.0124], [2.4209, -2.9298, 0.6774], [2.1804, -0.7670, 1.7876], [-0.0420, -0.1943, 2.7395], [2.0885, 1.9820, 0.8522], [3.9805, -0.3620, 3.3544], [1.5035, 1.8536, -2.6316], [1.0014, 0.2574, -1.9169], [2.4195, -0.7958, -2.3283], [-0.2879, -0.2401, -3.1132], [-1.3451, 0.6220, -3.4030], [-2.3559, 0.2243, -4.2639], [-2.3386, -1.0385, -4.8356], [-1.2971, -1.9100, -4.5438], [-0.2815, -1.5105, -3.6894], [1.7235, 1.7598, -3.6974], [2.3709, 2.1944, -2.0656], [0.7092, 2.5821, -2.4654], [2.6701, -0.7218, -3.3892], [2.2459, -1.8284, -2.0261], [3.2535, -0.4403, -1.7189], [-1.4013, 1.5978, -2.9349], [-3.1755, 0.9058, -4.4561], [-3.1399, -1.3474, -5.4971], [-1.2749, -2.9052, -4.9720], [0.5166, -2.2052, -3.4593]], "forces_ev_per_angstrom": [[-0.78, -0.12, -1.12], [0.06, 0.00, 0.02], [-0.09, 0.10, -0.04], [0.07, 0.11, 0.07], [0.02, -0.24, 0.16], [-0.04, 0.06, -0.04], [-0.20, -0.03, -0.10], [0.16, -0.19, -0.05], [0.19, 0.38, 0.15], [-0.04, 0.00, 0.05], [-0.01, 0.04, -0.16], [0.03, -0.01, 0.06], [0.00, -0.02, 0.07], [-0.07, -0.03, 0.01], [0.05, 0.03, -0.09], [-0.02, 0.00, 0.02], [0.03, 0.01, -0.01], [-0.03, -0.01, 0.02], [-0.01, -0.01, 0.00], [0.00, 0.02, 0.00], [-0.06, 0.06, -0.01], [0.01, -0.03, 0.03], [-0.01, -0.01, 0.01], [-0.01, -0.01, -0.01], [0.01, 0.01, 0.00], [-0.02, -0.02, 0.01], [0.01, 0.03, -0.13], [0.72, 0.60, 0.66], [-0.14, 0.00, 0.21], [-0.08, -1.04, -0.22], [0.16, -0.17, 0.07], [0.04, 0.10, 0.07], [-0.03, 0.57, 0.33], [0.05, -0.01, 0.03], [0.08, -0.22, 0.10], [0.10, 0.05, -0.05], [-0.04, 0.06, -0.02], [-0.02, -0.07, -0.04], [-0.05, 0.01, -0.03], [0.03, 0.00, 0.04], [0.00, 0.00, 0.00], [0.00, -0.01, -0.04], [-0.02, -0.02, -0.03], [-0.01, -0.02, 0.00], [-0.01, 0.03, 0.01], [-0.02, 0.02, -0.02], [0.01, 0.00, 0.00], [-0.01, -0.02, -0.01], [0.00, -0.01, 0.00], [-0.02, 0.00, -0.02], [0.01, 0.01, 0.02]], "e_above_lowest_kcal_mol": 19.2, "charge": -2, "lumo_energy_ev": 4.42, "homo_lumo_gap_ha": 0.2030}


Entry 4:
{"formula": "C20H22N4OS3Tl", "method": "ωB97M-V with the def2-TZVPD basis set", "elements": ["Tl", "C", "C", "N", "N", "C", "S", "S", "C", "C", "C", "C", "C", "C", "C", "C", "C", "C", "C", "C", "C", "O", "H", "H", "H", "H", "H", "H", "H", "H", "H", "H", "H", "H", "H", "H", "C", "N", "C", "C", "N", "C", "S", "H", "H", "H", "H", "H", "H", "H", "H"], "coordinates": [[1.8982, 2.2657, -0.2544], [-0.5232, -0.9604, 2.8904], [0.5772, -0.2562, 2.1318], [0.4048, 0.8677, 1.5223], [-0.8825, 1.3559, 1.7141], [-1.3158, 2.3116, 1.0065], [-0.9210, 3.3690, -0.2956], [-2.9417, 3.0021, 1.2460], [-3.9039, 1.8552, 0.1922], [-4.1207, 0.5145, 0.8372], [-3.3835, -0.5828, 0.4051], [-3.5815, -1.8311, 0.9823], [-4.5070, -1.9849, 2.0041], [-5.2371, -0.8879, 2.4487], [-5.0452, 0.3554, 1.8665], [1.9155, -0.9073, 2.1582], [2.1727, -1.8040, 3.1746], [3.3884, -2.4837, 3.2878], [4.4251, -2.2920, 2.3510], [4.2320, -1.4259, 1.3240], [2.9775, -0.7108, 1.1627], [2.8352, 0.0109, 0.1630], [-1.4970, -0.5876, 2.6087], [-0.3973, -0.7907, 3.9642], [-0.4788, -2.0350, 2.7113], [-3.3562, 1.7673, -0.7459], [-4.8364, 2.3911, 0.0128], [-2.6591, -0.4622, -0.3957], [-3.0179, -2.6850, 0.6260], [-4.6691, -2.9594, 2.4477], [-5.9623, -1.0050, 3.2436], [-5.6173, 1.2103, 2.2138], [1.4209, -1.9747, 3.9310], [3.5379, -3.1641, 4.1164], [5.3611, -2.8257, 2.4561], [4.9953, -1.2379, 0.5803], [0.4153, 2.2904, -4.3250], [1.3772, 1.2304, -4.1002], [2.6752, 1.2427, -4.7816], [3.3640, -0.0074, -4.2204], [2.5347, -0.2905, -3.0513], [1.3911, 0.4103, -3.0310], [0.1902, 0.2568, -1.8476], [0.2740, 2.4248, -5.3965], [0.7578, 3.2357, -3.8938], [-0.5303, 2.0158, -3.8661], [3.2186, 2.1592, -4.5361], [2.5454, 1.1991, -5.8603], [4.3989, 0.1746, -3.9441], [3.3314, -0.8376, -4.9251], [2.7692, -0.9271, -2.3096]], "forces_ev_per_angstrom": [[-0.14, -0.02, -0.11], [0.15, -0.03, 0.01], [0.15, -0.18, 0.01], [-0.06, 0.14, -0.13], [-0.26, 0.17, 0.13], [0.01, 0.28, -0.39], [0.34, -0.25, 0.25], [-0.15, -0.16, 0.26], [0.01, -0.08, 0.07], [0.07, 0.06, -0.04], [0.01, -0.04, -0.03], [0.01, 0.03, -0.03], [-0.02, 0.03, 0.01], [0.03, 0.00, -0.02], [0.00, 0.03, 0.02], [0.01, 0.00, -0.05], [0.09, 0.00, 0.09], [0.14, 0.00, -0.03], [-0.11, -0.06, 0.18], [-0.15, 0.02, 0.01], [-0.12, -0.15, 0.28], [0.15, 0.07, -0.32], [-0.05, 0.01, -0.04], [-0.03, 0.01, -0.05], [0.03, 0.05, 0.00], [-0.06, 0.03, -0.02], [0.00, -0.05, -0.01], [-0.05, -0.02, 0.03], [-0.01, 0.03, 0.01], [0.01, 0.03, 0.00], [0.01, 0.01, -0.02], [0.01, -0.05, -0.02], [0.05, -0.08, -0.01], [-0.02, 0.02, -0.02], [-0.05, 0.01, 0.02], [-0.05, 0.03, -0.02], [0.03, -0.10, 0.02], [-0.03, 0.05, 0.09], [-0.12, -0.03, 0.08], [-0.14, -0.02, 0.09], [0.19, 0.06, 0.13], [-0.03, 0.01, -0.30], [0.19, 0.16, -0.08], [-0.01, -0.01, 0.01], [0.03, 0.00, -0.01], [0.00, -0.02, 0.01], [0.00, 0.03, 0.02], [-0.02, 0.00, -0.04], [0.04, 0.01, 0.03], [-0.02, -0.05, -0.03], [-0.08, -0.01, -0.05]], "e_above_lowest_kcal_mol": 18.2, "charge": 1, "lumo_energy_ev": [-4.72, -5.34], "homo_lumo_gap_ha": [0.2268, 0.2018]}